1.
Molecular formula: C9H18F6InN4O13S6
Method: DFT, ωB97M-V with the def2-TZVPD basis set

Geometry as XYZ:
```
57
Properties=species:S:1:pos:R:3
In 0.768 1.501 -1.068
C -1.414 -0.224 2.478
C -0.119 -0.499 3.324
C -0.253 -1.754 4.195
C -0.146 -3.127 3.414
C 1.195 -3.022 2.575
C 1.310 -1.856 1.551
N 1.024 -0.665 2.345
O 1.743 0.524 1.837
C 0.461 -2.019 0.268
C 2.785 -1.992 1.053
C 0.266 0.672 4.298
H -1.653 -0.993 1.744
H -1.237 0.759 2.041
H -2.327 -0.183 3.071
H -1.261 -1.733 4.608
H 0.505 -1.842 4.974
H -0.978 -3.306 2.733
H -0.119 -3.918 4.164
H 1.140 -3.932 1.978
H 2.019 -3.083 3.286
H 0.072 -1.124 -0.218
H -0.476 -2.533 0.482
H 0.930 -2.609 -0.519
H 3.457 -1.636 1.834
H 2.993 -1.337 0.207
H 3.120 -3.004 0.824
H 0.481 1.650 3.868
H 1.263 0.522 4.713
H -0.331 0.718 5.209
N -2.038 0.758 -0.782
S -3.155 -0.075 -1.287
O -3.494 0.319 -2.703
O -4.206 -0.560 -0.389
F -2.209 -1.370 -1.440
S -3.017 1.956 -0.007
O -3.450 1.763 1.351
O -3.940 2.725 -0.854
F -1.825 3.016 0.145
N 0.646 3.899 -2.721
S 0.006 5.212 -2.556
O -1.365 5.307 -3.087
O 0.899 6.357 -2.499
F -0.257 5.023 -0.974
S 1.108 4.168 -4.378
O 2.491 4.677 -4.477
O 0.055 4.524 -5.352
F 1.307 2.606 -4.700
N 0.854 -0.540 -2.976
S 1.702 -1.716 -3.432
O 2.674 -1.403 -4.499
O 1.145 -3.098 -3.337
F 2.584 -1.627 -2.122
S -0.095 -0.632 -4.321
O -1.066 -1.731 -4.304
O 0.360 -0.224 -5.643
F -0.934 0.711 -3.927
```

As for the charge: -2. As for the spin multiplicity: 2. Its highest occupied orbital energy (spin up / spin down) is -5.034 / -5.039 eV. The value obtained for the orbital gap (spin up / spin down) is 8.82 / 8.26 eV.

***

2.
Molecular formula: C5H13N2
Method: DFT, ωB97M-V with the def2-TZVPD basis set

Geometry as XYZ:
```
20
Properties=species:S:1:pos:R:3
C 1.936 1.489 -0.183
C -1.464 0.153 -0.387
C -0.485 -0.372 -1.372
C 3.164 -0.664 -0.279
C -3.120 -0.136 1.559
N 1.995 0.259 -0.011
N -2.350 -0.578 0.384
H 1.199 2.073 0.405
H 2.801 2.132 -0.462
H -1.636 1.211 -0.370
H 0.455 -0.197 -0.773
H -0.420 0.350 -2.172
H -0.562 -1.393 -1.603
H 3.765 -0.734 0.653
H 2.809 -1.698 -0.301
H 3.846 -0.373 -1.117
H -2.592 -0.473 2.508
H -3.013 0.954 1.682
H -4.110 -0.414 1.558
H -2.218 -1.590 0.279
```

As for the charge: +1. As for the spin multiplicity: 3. Its highest occupied orbital energy (spin up / spin down) is -9.280 / -14.492 eV. The calculation puts the energy relative to the best compared isomer or geometry (same formula, charge and spin) at 32.0 kcal per mole. The value obtained for the orbital gap (spin up / spin down) is 4.75 / 8.25 eV.

***

3.
Molecular formula: C21H60N18O13
Method: DFT, ωB97M-V with the def2-TZVPD basis set

Geometry as XYZ:
```
112
Properties=species:S:1:pos:R:3
C 15.016 12.021 7.562
O 16.009 12.760 7.595
N 14.428 11.860 6.340
N 14.598 11.145 8.519
H 14.602 12.576 5.691
H 13.566 11.415 6.318
H 15.208 10.958 9.333
H 13.758 10.542 8.369
C 12.377 12.107 16.442
O 11.983 10.914 16.441
N 11.629 13.269 16.577
N 13.769 12.300 16.359
H 11.869 14.088 16.020
H 10.645 13.074 16.513
H 14.146 13.187 16.047
H 14.247 11.461 16.193
C 11.105 9.896 8.430
O 12.255 9.845 8.051
N 10.670 8.908 9.330
N 10.115 10.785 7.992
H 9.722 8.940 9.741
H 11.416 8.334 9.731
H 9.236 10.355 8.087
H 10.362 11.146 7.076
C 12.197 15.537 13.810
O 13.034 15.242 14.694
N 12.190 16.768 13.164
N 11.166 14.649 13.392
H 11.519 16.895 12.404
H 12.903 17.409 13.448
H 10.434 14.814 12.774
H 11.252 13.749 13.806
C 17.290 11.941 11.021
O 16.481 11.012 10.878
N 17.401 12.842 10.166
N 18.181 11.944 12.105
H 18.095 13.491 10.225
H 16.881 12.677 9.291
H 17.688 11.777 12.972
H 18.971 12.609 12.045
O 10.953 15.897 10.658
C 11.495 15.083 9.909
N 11.443 13.766 10.134
C 12.448 15.513 8.772
H 12.177 13.150 9.838
H 11.172 13.424 11.043
H 12.555 16.599 8.820
H 12.289 15.062 7.809
H 13.413 15.108 9.064
O 13.612 8.192 11.047
C 14.648 7.494 10.951
N 15.937 7.938 11.078
C 14.573 6.016 10.706
H 16.084 8.970 11.071
H 16.645 7.357 10.705
H 13.692 5.832 10.106
H 14.342 5.445 11.619
H 15.463 5.550 10.238
O 7.801 9.527 9.665
C 7.488 10.524 10.313
N 8.226 11.628 10.250
C 6.278 10.494 11.199
H 9.207 11.507 9.905
H 8.122 12.227 11.085
H 6.460 9.821 12.061
H 5.377 10.108 10.677
H 6.004 11.492 11.549
O 17.934 15.107 12.132
C 17.111 16.074 12.294
N 17.599 17.318 11.932
C 15.666 16.006 12.701
H 18.563 17.387 11.873
H 17.058 18.154 12.088
H 15.167 15.109 12.285
H 15.098 16.864 12.368
H 15.794 15.971 13.777
O 7.933 8.255 14.028
C 8.803 9.092 14.262
N 9.810 9.397 13.385
C 8.822 9.758 15.586
H 9.665 9.147 12.402
H 10.677 9.887 13.699
H 7.870 10.255 15.604
H 9.800 10.288 15.773
H 8.857 8.972 16.396
O 8.439 14.236 11.944
C 8.305 13.600 13.012
N 9.030 12.523 13.406
C 7.410 14.022 14.127
H 9.832 12.158 12.914
H 8.827 12.055 14.276
H 7.814 13.649 15.060
H 6.339 13.770 14.079
H 7.539 15.141 14.219
O 16.276 11.055 15.264
C 16.730 9.859 15.267
N 18.038 9.661 15.585
C 15.854 8.702 14.783
H 18.439 10.443 16.158
H 18.362 8.758 15.819
H 16.223 7.770 15.200
H 15.851 8.597 13.727
H 14.877 8.837 15.186
O 11.886 11.887 13.239
C 12.997 11.837 12.630
N 13.227 11.013 11.588
C 14.175 12.678 12.938
H 12.633 10.173 11.440
H 14.133 10.711 11.282
H 13.900 13.632 13.350
H 14.701 12.947 12.055
H 14.858 12.265 13.638
```

As for the charge: 0. Its highest occupied orbital energy is -9.198 eV. The value obtained for the orbital gap is 9.65 eV.

***

4.
Molecular formula: C36H40N2O8TeZr
Method: DFT, ωB97M-V with the def2-TZVPD basis set

Geometry as XYZ:
```
88
Properties=species:S:1:pos:R:3
Zr 0.582 -0.725 1.642
O 2.616 -3.547 1.489
C 2.324 -2.564 2.126
O 1.161 -2.325 2.650
C 3.408 -1.465 2.398
C 2.889 -0.327 3.295
C 4.075 0.514 3.790
C 4.435 1.306 2.521
C 3.407 0.762 1.519
O 2.245 0.537 2.333
C 3.792 -0.680 1.115
C 2.911 -0.991 -0.099
O 3.316 -0.806 -1.228
O 1.690 -1.298 0.175
H 4.277 -1.978 2.814
H 2.174 -0.624 4.070
H 4.892 -0.111 4.141
H 3.770 1.174 4.601
H 5.454 1.129 2.191
H 4.303 2.374 2.673
H 3.177 1.431 0.680
H 4.838 -0.781 0.824
O -1.834 0.766 4.615
C -1.147 -0.100 4.069
O -0.083 0.062 3.431
C -1.704 -1.568 4.274
N -2.905 -1.352 5.120
C -2.674 -1.950 6.456
C -1.154 -2.060 6.541
C -0.780 -2.449 5.112
H -1.922 -1.995 3.290
H -3.792 -1.630 4.704
H -2.842 -0.246 5.166
H -3.132 -2.940 6.509
H -3.100 -1.320 7.235
H -0.842 -2.801 7.271
H -0.717 -1.097 6.811
H -1.008 -3.502 4.935
H 0.269 -2.289 4.861
C 2.454 3.760 -6.979
C 1.929 3.001 -5.802
C 1.223 3.636 -4.792
C 0.772 2.937 -3.680
C -0.026 3.655 -2.632
C 1.023 1.570 -3.575
Te 0.675 0.499 -1.700
N -0.350 0.729 0.485
C -1.452 0.075 0.667
O -1.347 -1.088 1.325
C -2.779 0.553 0.272
C -3.926 0.021 0.859
C -5.170 0.533 0.542
C -5.282 1.565 -0.377
C -4.142 2.108 -0.951
C -2.897 1.614 -0.622
C -0.919 -0.605 -2.585
C -1.711 0.053 -3.525
C -2.744 -0.605 -4.164
C -3.000 -1.933 -3.861
C -2.215 -2.586 -2.930
C -1.162 -1.949 -2.282
C -0.296 -2.729 -1.341
C 1.705 0.905 -4.602
C 1.941 -0.574 -4.539
C 2.146 1.634 -5.695
H 2.160 4.804 -6.933
H 2.079 3.329 -7.905
H 3.541 3.704 -7.005
H 1.027 4.695 -4.866
H 0.246 4.707 -2.586
H 0.135 3.194 -1.650
H -1.088 3.592 -2.877
H -3.821 -0.781 1.578
H -6.057 0.135 1.016
H -6.257 1.952 -0.633
H -4.230 2.928 -1.647
H -1.994 2.039 -1.040
H -1.492 1.082 -3.768
H -3.338 -0.090 -4.903
H -3.794 -2.462 -4.364
H -2.406 -3.627 -2.713
H -0.446 -3.800 -1.470
H -0.515 -2.484 -0.286
H 0.756 -2.512 -1.537
H 2.157 -0.881 -3.510
H 2.778 -0.863 -5.171
H 1.052 -1.102 -4.887
H 2.687 1.128 -6.481
```

As for the charge: +1. As for the spin multiplicity: 2. Its highest occupied orbital energy (spin up / spin down) is -9.955 / -10.823 eV. The calculation puts the energy relative to the best compared isomer or geometry (same formula, charge and spin) at 58.9 kcal per mole. The value obtained for the orbital gap (spin up / spin down) is 7.65 / 7.04 eV.

***

5.
Molecular formula: C2H4OS
Method: DFT, ωB97M-V with the def2-TZVPD basis set

Geometry as XYZ:
```
8
Properties=species:S:1:pos:R:3
C -0.494 -2.002 0.444
C 0.030 2.132 0.235
O 0.554 -1.568 0.143
S 1.127 1.878 -0.974
H -0.626 -2.725 1.359
H 0.107 1.322 0.907
H -1.334 -2.017 -0.220
H 0.637 2.981 -1.894
```

As for the charge: 0. Its highest occupied orbital energy is -8.687 eV. The calculation puts the energy relative to the best compared isomer or geometry (same formula, charge and spin) at 101.7 kcal per mole. The value obtained for the orbital gap is 8.69 eV.

***

What did the first record say?
Molecular formula: C9H18F6InN4O13S6
Method: DFT, ωB97M-V with the def2-TZVPD basis set

Geometry as XYZ:
```
57
Properties=species:S:1:pos:R:3
In 0.768 1.501 -1.068
C -1.414 -0.224 2.478
C -0.119 -0.499 3.324
C -0.253 -1.754 4.195
C -0.146 -3.127 3.414
C 1.195 -3.022 2.575
C 1.310 -1.856 1.551
N 1.024 -0.665 2.345
O 1.743 0.524 1.837
C 0.461 -2.019 0.268
C 2.785 -1.992 1.053
C 0.266 0.672 4.298
H -1.653 -0.993 1.744
H -1.237 0.759 2.041
H -2.327 -0.183 3.071
H -1.261 -1.733 4.608
H 0.505 -1.842 4.974
H -0.978 -3.306 2.733
H -0.119 -3.918 4.164
H 1.140 -3.932 1.978
H 2.019 -3.083 3.286
H 0.072 -1.124 -0.218
H -0.476 -2.533 0.482
H 0.930 -2.609 -0.519
H 3.457 -1.636 1.834
H 2.993 -1.337 0.207
H 3.120 -3.004 0.824
H 0.481 1.650 3.868
H 1.263 0.522 4.713
H -0.331 0.718 5.209
N -2.038 0.758 -0.782
S -3.155 -0.075 -1.287
O -3.494 0.319 -2.703
O -4.206 -0.560 -0.389
F -2.209 -1.370 -1.440
S -3.017 1.956 -0.007
O -3.450 1.763 1.351
O -3.940 2.725 -0.854
F -1.825 3.016 0.145
N 0.646 3.899 -2.721
S 0.006 5.212 -2.556
O -1.365 5.307 -3.087
O 0.899 6.357 -2.499
F -0.257 5.023 -0.974
S 1.108 4.168 -4.378
O 2.491 4.677 -4.477
O 0.055 4.524 -5.352
F 1.307 2.606 -4.700
N 0.854 -0.540 -2.976
S 1.702 -1.716 -3.432
O 2.674 -1.403 -4.499
O 1.145 -3.098 -3.337
F 2.584 -1.627 -2.122
S -0.095 -0.632 -4.321
O -1.066 -1.731 -4.304
O 0.360 -0.224 -5.643
F -0.934 0.711 -3.927
```

As for the charge: -2. As for the spin multiplicity: 2. Its highest occupied orbital energy (spin up / spin down) is -5.034 / -5.039 eV. The value obtained for the orbital gap (spin up / spin down) is 8.82 / 8.26 eV.

***

Repeat the second record exactly.
Molecular formula: C5H13N2
Method: DFT, ωB97M-V with the def2-TZVPD basis set

Geometry as XYZ:
```
20
Properties=species:S:1:pos:R:3
C 1.936 1.489 -0.183
C -1.464 0.153 -0.387
C -0.485 -0.372 -1.372
C 3.164 -0.664 -0.279
C -3.120 -0.136 1.559
N 1.995 0.259 -0.011
N -2.350 -0.578 0.384
H 1.199 2.073 0.405
H 2.801 2.132 -0.462
H -1.636 1.211 -0.370
H 0.455 -0.197 -0.773
H -0.420 0.350 -2.172
H -0.562 -1.393 -1.603
H 3.765 -0.734 0.653
H 2.809 -1.698 -0.301
H 3.846 -0.373 -1.117
H -2.592 -0.473 2.508
H -3.013 0.954 1.682
H -4.110 -0.414 1.558
H -2.218 -1.590 0.279
```

As for the charge: +1. As for the spin multiplicity: 3. Its highest occupied orbital energy (spin up / spin down) is -9.280 / -14.492 eV. The calculation puts the energy relative to the best compared isomer or geometry (same formula, charge and spin) at 32.0 kcal per mole. The value obtained for the orbital gap (spin up / spin down) is 4.75 / 8.25 eV.

***

Among the records above, which one has the lowest charge?
C9H18F6InN4O13S6

***

What is the formula in the fourth record?
C36H40N2O8TeZr